# C5H5NO

A single C5H5NO molecule in a non-equilibrium geometry (wB97M-V/def2-TZVPD, the OMol25 dataset).

Values from the calculation:
2S+1: 1
SMILES: N#C[C@@H]1C[C@@H]1C=O
Lowest unoccupied orbital energy: 0.45 eV
Molecular weight: 95.10 g/mol
Relative energy (zero: lowest compared OMol25 entry of this formula, charge and spin): 42.5 kcal/mol

Positions of all 12 atoms, in Å:
N (-1.402, 1.576, 2.147)
C (-1.247, 0.909, 1.215)
C (-1.064, 0.152, 0.000)
C (-0.328, -1.133, -0.076)
C (0.266, 0.128, -0.733)
C (1.642, 0.352, -0.199)
O (2.117, -0.362, 0.654)
H (-1.896, 0.212, -0.694)
H (0.143, -1.449, 0.862)
H (-0.649, -1.957, -0.698)
H (0.141, 0.473, -1.768)
H (2.277, 1.099, -0.711)



# C27H24BrN2O

2 unconnected molecules or ions with the total composition C27H24BrN2O in a non-equilibrium geometry (wB97M-V/def2-TZVPD, the OMol25 dataset).

Values from the calculation:
Charge: +1
2S+1: 1
Lowest unoccupied orbital energy: -5.52 eV
Molecular weight: 472.41 g/mol

Positions of all 55 atoms, in Å:
C (5.514, -0.889, 0.227)
O (4.897, 0.177, 0.916)
C (3.554, 0.009, 1.175)
C (2.887, 1.036, 1.875)
C (1.548, 0.973, 2.138)
C (0.779, -0.135, 1.727)
C (-0.669, -0.171, 1.797)
C (-1.442, -1.381, 1.646)
C (-2.697, -1.070, 1.082)
C (-3.571, -2.075, 0.697)
C (-3.215, -3.384, 0.937)
C (-2.014, -3.697, 1.576)
C (-1.122, -2.713, 1.931)
C (-2.789, 0.366, 0.995)
C (-1.584, 0.914, 1.496)
C (-1.436, 2.307, 1.523)
C (-2.457, 3.097, 1.047)
C (-3.622, 2.538, 0.524)
C (-3.798, 1.173, 0.495)
C (1.462, -1.179, 1.060)
C (2.794, -1.110, 0.781)
H (6.564, -0.636, 0.070)
H (5.459, -1.802, 0.824)
H (5.042, -1.034, -0.747)
H (3.464, 1.886, 2.189)
H (1.071, 1.761, 2.693)
H (-4.493, -1.816, 0.208)
H (-3.878, -4.174, 0.627)
H (-1.786, -4.725, 1.807)
H (-0.214, -2.938, 2.465)
H (-0.544, 2.748, 1.929)
H (-2.354, 4.169, 1.080)
H (-4.390, 3.176, 0.120)
H (-4.680, 0.723, 0.077)
H (0.891, -2.015, 0.698)
H (3.254, -1.908, 0.230)
C (1.034, 0.670, 10.224)
N (-0.231, 0.392, 9.553)
C (-1.411, 0.282, 10.405)
C (-0.337, 0.324, 8.129)
C (0.432, -0.565, 7.385)
Br (1.595, -1.748, 8.278)
C (0.283, -0.606, 6.020)
N (-0.564, 0.144, 5.326)
C (-1.302, 0.979, 6.042)
C (-1.239, 1.108, 7.409)
H (1.813, 0.865, 9.493)
H (0.935, 1.546, 10.858)
H (1.336, -0.170, 10.843)
H (-2.292, 0.079, 9.802)
H (-1.291, -0.532, 11.114)
H (-1.566, 1.204, 10.957)
H (0.873, -1.310, 5.453)
H (-1.995, 1.591, 5.484)
H (-1.864, 1.817, 7.927)